[1]
C9H10BrFN2O2 | the ωB97M-V functional and the def2-TZVPD basis

Calculated values
Multiplicity: 1
Orbital gap (spin up / spin down): 5.79 / 5.78 eV
LUMO (spin up / spin down): -10.27 / -10.28 eV
Net charge: +2

```
25
Properties=species:S:1:pos:R:3:forces:R:3
C -1.922231 1.199720 -0.194803 -1.6364 1.5945 -0.7947
C -2.738209 -1.085509 0.086979 -0.9981 1.7902 0.6131
C -0.479932 -0.598705 -0.108929 3.7980 -4.1055 0.5514
C -0.638222 0.751836 -0.248216 1.3326 0.3138 -0.2240
C -1.450694 -1.570262 0.057782 -1.3227 1.0936 -0.4730
C -2.979589 0.290340 -0.008886 -0.0315 0.6753 0.9932
C 1.200215 -1.434263 0.190479 -3.8802 2.5267 -0.9541
C 2.954506 -1.372061 1.738459 0.9985 -5.5702 -1.7706
C 0.521069 1.730873 -0.385729 -2.0649 0.6446 1.8215
N 1.391773 -2.423267 -0.537330 0.6131 -1.2097 -0.8712
N 0.282908 2.618084 -1.612617 -2.2220 -1.1941 1.0312
O 1.432225 -3.337037 -1.273712 -0.2014 1.2723 1.1850
O 1.847526 -0.784166 1.092960 -0.8555 0.0426 -0.0025
F -1.304969 -2.867202 0.209656 1.0619 0.0070 0.0353
Br -4.642914 1.041929 0.612960 0.8123 -0.6156 -0.7741
H -2.125431 2.317239 -0.355949 -0.0014 -1.7179 0.6994
H -3.576411 -1.640110 0.446268 -0.2432 -0.9443 -0.2106
H 3.083134 -0.941359 2.662732 0.7049 1.3752 1.6517
H 3.749021 -1.481197 0.999624 0.6354 1.1364 0.4834
H 2.843652 -2.552946 1.921888 -0.6912 2.4401 -0.0438
H 0.514106 2.407868 0.531270 -0.3035 -0.4664 -1.3530
H 1.431919 1.215024 -0.230478 1.3053 -0.1946 -1.1710
H 0.669133 2.298372 -2.491696 -0.1105 -0.6127 -0.4166
H 0.762058 3.459423 -1.416269 0.2737 1.8022 0.0983
H -0.824649 2.757381 -1.686449 3.0267 -0.0834 -0.1045
```
Forces are in eV/Å.

=====

[2]
C3H10OS | the ωB97M-V functional and the def2-TZVPD basis

Calculated values
Multiplicity: 1
Orbital gap: 9.46 eV
LUMO: 0.88 eV
SMILES: CSC.CO
Net charge: 0

```
15
Properties=species:S:1:pos:R:3:forces:R:3
C 2.933062 0.750651 -0.199026 -0.4868 0.2949 -0.9806
O 2.470835 0.079743 0.943136 -0.0690 -0.1256 0.5935
H 2.122573 1.042670 -0.877131 -0.1950 0.1145 0.2522
H 3.539210 1.647948 -0.018068 0.0226 -0.2583 0.2941
H 3.486333 0.034875 -0.794597 0.4725 -0.1233 0.1542
H 1.713701 0.525076 1.342801 0.2357 0.0776 -0.3217
C -2.065401 -0.890019 -1.340895 -0.1070 -0.5151 0.3140
S -1.135648 0.409316 -0.516589 -0.1156 0.1745 0.0962
C -1.526661 0.055928 1.224773 0.4110 -0.2845 -0.0269
H -1.580214 -1.176800 -2.269448 -0.0172 0.2361 -0.1156
H -3.094877 -0.599092 -1.501683 -0.1635 0.1945 -0.2651
H -2.100921 -1.787142 -0.725215 0.2136 -0.0427 0.1099
H -1.553739 1.005961 1.772891 0.0001 -0.3692 -0.0887
H -2.462424 -0.489680 1.350984 -0.1416 0.3441 -0.1944
H -0.745830 -0.609432 1.608068 -0.0599 0.2824 0.1789
```
Forces are in eV/Å.

=====

[3]
C35H39F5GaNOP2SSeTe | the ωB97M-V functional and the def2-TZVPD basis

Calculated values
Multiplicity: 1
Orbital gap: 7.29 eV
LUMO: 0.01 eV
Net charge: 0

```
87
Properties=species:S:1:pos:R:3:forces:R:3
Ga 0.236168 0.942679 -0.986035 -0.3760 0.3764 0.2425
C 5.369625 1.432229 -0.396499 0.5973 0.7604 -0.0931
P 3.534145 1.492757 -0.314522 0.0238 -0.3151 0.7780
C 3.340022 -0.010623 0.758334 -1.2339 0.1988 0.0138
C 3.323141 2.830824 0.965128 0.6428 -1.1734 0.1475
C 4.092210 2.829727 2.137804 0.6015 0.0208 -0.6120
C 3.991381 3.848414 3.051198 0.4492 0.2527 1.1108
C 3.115182 4.893346 2.810849 -0.8134 0.4788 -0.2666
C 2.321711 4.886682 1.668438 -0.3923 -0.3180 -0.2358
C 2.393665 3.821654 0.741157 -0.1975 0.9845 0.5717
P 1.300253 3.682146 -0.711283 -0.2817 0.4428 -0.1385
C 2.381214 4.407496 -2.007238 -0.2774 -0.4867 -0.9069
C 0.160058 5.119164 -0.552341 0.1721 -0.4751 0.2566
H 5.846513 1.135554 0.561954 -0.2682 0.3380 -0.5259
H 5.752063 2.433912 -0.743576 -0.2400 -1.0206 0.4090
H 5.642587 0.685510 -1.144049 0.0417 0.0515 -0.0284
H 3.771165 0.155291 1.728790 0.5923 0.0685 0.4175
H 3.810333 -0.857106 0.274600 0.0785 -0.1582 -0.1372
H 2.282893 -0.269565 0.993518 0.5650 0.3007 -0.5619
H 4.897236 2.109772 2.290048 -0.4412 -0.1300 -0.0658
H 4.612671 3.832586 3.970440 -0.4635 0.0629 -0.7359
H 2.974496 5.725792 3.498192 0.2896 -0.2314 0.0130
H 1.595257 5.691333 1.507081 0.3824 -0.2944 0.1407
H 2.855227 5.326320 -1.739466 0.1473 0.7524 0.5662
H 1.852607 4.596010 -2.956660 -0.1027 -0.2186 0.4205
H 3.177918 3.716620 -2.237317 0.2277 -0.3834 -0.0786
H 0.761439 6.014553 -0.395760 -0.1748 0.1791 -0.3191
H -0.566735 5.050857 0.276372 0.1794 -0.2176 -0.5265
H -0.325858 5.085662 -1.535821 -0.1072 0.5263 0.4849
F -5.843141 6.453101 0.230702 0.3223 0.3995 -0.2045
C -4.989396 5.470499 -0.045250 -0.0502 -1.2482 -0.0532
C -4.014835 5.526110 -1.042995 -0.7950 0.6208 0.1782
F -3.913663 6.691086 -1.744925 0.3244 -0.9946 0.3620
C -3.258139 4.384051 -1.322249 -0.9904 0.4095 1.2781
F -2.312189 4.496976 -2.217232 0.7325 0.0038 -1.2637
C -3.442532 3.182513 -0.635025 0.5813 -0.2193 -0.7008
Se -2.543564 1.570175 -1.214813 0.1796 0.2499 0.2314
C -4.399065 3.171338 0.361723 0.4670 0.5454 -0.4953
F -4.585888 2.112788 1.120530 -0.1413 -1.1552 0.5270
C -5.167729 4.265480 0.641027 0.0772 1.0342 -0.0862
F -6.067914 4.188615 1.618197 -0.3314 0.1109 0.1910
C 4.343058 -6.282986 -2.130697 0.1200 0.4037 -0.3061
C 3.129578 -5.622674 -1.537859 -0.1230 -0.4809 -0.0199
C 1.844958 -6.012276 -1.932279 0.1455 0.5559 0.2174
C 0.699686 -5.456590 -1.360273 0.7961 0.6661 0.4481
C -0.654209 -5.834819 -1.828302 -0.2056 -0.9432 0.5127
C 0.874994 -4.466771 -0.360623 -0.6298 -0.6293 0.3774
Te -0.798418 -3.627955 0.663544 -0.0632 0.1457 -0.9827
C 2.134509 -4.158217 0.114482 0.5487 0.5438 -0.6840
C 2.396915 -3.225291 1.247796 0.2847 0.7067 0.7293
C 3.251219 -4.692977 -0.530221 -0.2166 0.0934 0.8260
H 4.389736 -6.177954 -3.225977 0.0531 0.0947 0.3736
H 4.407175 -7.335112 -1.912799 -0.3652 -0.5771 0.0860
H 5.230576 -5.873823 -1.665787 0.3105 0.3221 -0.2023
H 1.794318 -6.732836 -2.732842 -0.3585 -0.2451 -0.0932
H -0.685364 -6.899283 -2.058540 -0.0440 -0.0953 0.0243
H -0.854175 -5.331996 -2.742329 -0.4404 0.5840 -0.8800
H -1.441435 -5.614268 -1.093383 0.3048 -0.0695 -0.3023
H 1.697823 -2.369567 1.303917 0.3863 -0.5033 -0.1718
H 3.436578 -2.841717 1.264953 -0.5664 -0.2081 -0.2942
H 2.306239 -3.759566 2.190355 -0.2157 -0.1241 0.2607
H 4.185594 -4.380124 -0.074341 0.3222 -0.2896 -0.5387
C -0.522292 1.819084 3.678239 -0.9805 -0.2911 0.9587
S -1.198934 1.672790 2.012686 1.5743 -0.3107 -0.2047
C -2.018574 0.103738 2.198099 -0.6074 0.3324 0.9314
O 0.083631 1.271225 1.251326 -0.4622 0.3421 -0.1808
H -1.366393 1.909789 4.387314 0.2447 0.2105 -0.3363
H 0.151220 2.657459 3.807653 -0.0781 0.3066 -0.4328
H 0.007170 0.920166 3.979720 0.1246 -0.2511 -0.4122
H -3.003867 0.258325 2.662086 0.2546 -0.0422 -0.1366
H -1.399168 -0.542713 2.808765 0.1202 -0.1663 -0.0191
H -2.147882 -0.278070 1.204770 0.0192 -0.0739 -0.4272
C -1.613085 -2.641277 -1.150235 0.8971 0.2452 0.1741
C -3.064148 -2.814871 -1.157096 -1.4305 -0.6459 -0.1792
C -3.671709 -3.876281 -1.824039 0.7942 -0.3734 -0.6581
C -5.019375 -4.116568 -1.754400 -0.8711 -0.3557 -0.5126
C -5.834891 -3.293408 -0.982763 0.0340 -0.4940 -0.1328
C -5.253386 -2.263755 -0.281205 -0.9233 0.8774 0.1779
C -3.931876 -2.016134 -0.425874 2.3739 0.9216 0.9111
C -7.234928 -3.556753 -0.924389 -0.3413 -0.2280 0.0801
N -8.347188 -3.843497 -0.889260 -0.0665 0.1074 0.0016
H -1.302799 -1.605265 -1.053557 -0.1684 0.1846 0.1059
H -1.125541 -3.001915 -2.063973 -0.0434 -0.3320 0.4602
H -3.058109 -4.518561 -2.449161 -0.0879 -0.0024 0.0850
H -5.499248 -4.914814 -2.339332 0.4280 0.3263 0.3458
H -5.816729 -1.563217 0.319305 -0.3115 -0.2025 0.0238
H -3.461828 -1.190987 0.123464 -0.5331 -0.1643 -0.3080
```
Forces are in eV/Å.

=====

[4]
C7H16FO2P | the ωB97M-V functional and the def2-TZVPD basis

Calculated values
Multiplicity: 1
Orbital gap: 8.22 eV
LUMO: 0.10 eV
Net charge: 0

```
27
Properties=species:S:1:pos:R:3:forces:R:3
C -2.542628 -0.699455 0.061317 0.1629 0.2890 0.9155
C -2.516574 -0.008379 -1.199010 3.7607 0.0497 -0.8989
C -2.852645 0.237373 1.143975 0.7289 1.5002 0.2355
C 1.402441 1.774515 1.151631 -1.4826 -1.3257 -1.3462
C 3.400809 1.188210 -0.402271 -1.8043 -1.5737 1.0164
C -0.508131 -3.064127 -0.620717 0.0486 1.7586 -1.7776
C 1.857281 1.370085 -0.253178 1.4441 -0.0869 0.4304
O 0.416920 -1.967937 -0.655440 -0.1931 -0.7374 -0.3161
O 1.175889 0.128283 -0.625324 1.5006 2.8320 -1.4714
F 1.600001 -1.213716 1.337666 -0.1272 -0.1592 0.1876
P 0.363078 -0.762762 0.371325 0.0733 -1.2597 0.8869
H -2.856705 0.978671 -1.352507 -0.4613 1.6702 0.5832
H -3.028661 -0.585463 -1.882505 -0.6756 -1.6268 -2.0482
H -1.335234 0.016157 -1.526049 -2.7416 -0.3699 0.5220
H -1.956123 0.182898 1.875015 -1.6492 0.4493 -0.9952
H -3.720099 -0.119924 1.646810 -0.6648 -0.6797 0.8655
H -3.188330 1.279670 0.771798 1.1028 -1.0122 0.8145
H 0.370380 2.090828 0.940182 0.1305 0.3955 0.7328
H 1.308374 0.881145 1.807762 0.6491 1.0479 -0.0695
H 2.009341 2.557916 1.518130 0.4472 0.7716 0.6986
H 3.677550 1.175048 -1.438068 0.1809 -0.3248 -0.4919
H 3.547005 0.219947 0.107128 0.7295 0.3294 -0.4222
H 3.952748 1.959953 0.095395 0.1440 0.5068 0.3749
H 0.048206 -3.924610 -0.414860 0.5685 -1.5047 -0.0237
H -1.038824 -3.012264 -1.587017 0.4417 -0.7030 0.2279
H -1.250337 -2.868325 0.077578 -1.3175 0.0735 1.5796
H 1.664256 2.186274 -0.948762 -0.9961 -0.3101 -0.2104
```
Forces are in eV/Å.

=====

[5]
C29H35F5N4P2Sn | the ωB97M-V functional and the def2-TZVPD basis

Calculated values
Multiplicity: 1
Orbital gap (spin up / spin down): 1.80 / 2.78 eV
LUMO (spin up / spin down): -10.02 / -9.04 eV
Net charge: +2

```
76
Properties=species:S:1:pos:R:3:forces:R:3
Sn -0.573192 -2.355359 5.940701 0.5093 1.6022 1.0770
C -1.218642 2.324158 4.301828 -0.2476 0.2402 -0.1308
C -1.469718 1.352292 3.417514 -0.2148 -0.3987 0.8688
C -0.771258 1.035642 2.131166 0.0237 -0.3582 -0.5419
C 0.424576 0.056544 2.136945 -0.0310 0.2673 -0.4906
C 1.509161 0.335186 3.128397 0.1651 0.0953 0.4461
C 1.740303 1.500333 3.745747 0.2201 -0.6295 0.3306
C 1.144876 2.830626 3.423777 -0.1646 0.5672 0.1505
C -0.047609 3.258113 4.306837 0.3296 0.1877 -0.2393
C 1.474556 -1.708088 6.280944 1.0970 -1.1460 -0.6109
H -1.942154 2.558277 5.094841 0.2416 -0.5723 -0.2205
H -2.308560 0.670275 3.625265 0.0340 0.5465 -0.0536
H -0.473358 1.944865 1.591753 -0.3397 -0.3545 0.1599
H -1.538749 0.529186 1.530378 0.1556 0.2710 -0.0266
H 0.063449 -0.975964 2.284727 0.0511 0.2111 0.0219
H 0.842223 0.074214 1.113004 -0.0975 -0.1805 0.2390
H 2.143036 -0.536819 3.333477 -0.1355 0.3430 0.2311
H 2.447323 1.532860 4.585250 0.0497 -0.1655 -0.4818
H 0.853900 2.888848 2.374548 0.2756 0.1110 0.2022
H 1.936510 3.576479 3.583985 -0.1851 -0.1336 -0.1779
H 0.286805 3.376171 5.350286 -0.0845 -0.0114 -0.2571
H -0.348853 4.266194 3.972196 -0.0504 -0.2810 0.2226
H 1.503216 -1.327769 7.310410 -0.3666 -0.1249 -0.3251
H 1.827209 -0.981244 5.530927 -0.3537 -0.2912 0.2173
H 2.020719 -2.665969 6.198796 0.1721 0.6389 0.0109
P 1.411816 -1.239045 -2.909424 2.9292 -0.0399 -2.1900
P -1.702645 -0.768039 -2.587135 -0.1084 2.3866 -0.3624
N 2.853999 -0.229365 -2.895858 -0.1365 0.5668 0.6447
N 2.169632 -2.497607 -3.938857 -1.0086 -0.5190 0.2296
N -1.952571 0.970799 -2.370074 0.7153 -0.2921 0.4414
N -3.380893 -1.093748 -3.026792 -1.2706 -1.1909 -0.7048
C 0.510696 -0.310393 -4.257750 -0.2731 0.0285 0.2287
C -0.978711 -0.690746 -4.294809 -0.2057 -0.4719 0.1073
C 3.322053 0.395384 -1.728780 0.3902 0.3221 -0.8675
C 4.357600 1.249824 -2.068375 -0.6684 -0.5510 -0.1144
C 4.548521 1.158883 -3.487372 -1.1531 -0.8541 0.1873
C 3.609539 0.253953 -3.970166 0.4265 0.6920 0.8151
C 2.315570 -3.823213 -3.503883 0.2149 0.0394 -1.0206
C 2.794645 -4.591727 -4.556650 -0.2703 0.7572 0.5225
C 2.945621 -3.727527 -5.690192 -0.5214 0.9890 1.0302
C 2.544727 -2.457333 -5.285108 0.0601 -1.0503 -0.0262
C -1.717842 1.601637 -1.142777 -0.2491 0.8759 -0.6006
C -1.820268 2.977095 -1.311042 -0.0143 -1.2441 -0.1460
C -2.104335 3.211094 -2.693201 -0.0576 -1.1288 -0.1322
C -2.165805 1.973382 -3.317803 0.0629 0.7429 0.4331
C -4.258397 -0.381505 -3.856825 1.3645 -0.8416 1.2280
C -5.358798 -1.183971 -4.143002 -0.4741 -2.7369 0.8378
C -5.147429 -2.442650 -3.483893 -1.8006 1.6567 -1.9081
C -3.936505 -2.369964 -2.821923 1.4480 2.2158 0.0665
H 0.952576 -0.504662 -5.244883 -0.1358 0.1715 0.4259
H 0.631340 0.762376 -4.028784 -0.0842 -0.3448 -0.0363
H -1.537448 0.001030 -4.939355 0.0708 -0.2761 0.1737
H -1.126272 -1.707161 -4.696783 0.1867 0.1940 -0.0243
H 2.857590 0.158490 -0.781887 0.1410 0.0731 -0.0434
H 4.908160 1.886989 -1.391117 -0.0369 -0.1624 -0.0258
H 5.272477 1.696491 -4.080877 -0.0536 -0.0913 0.0409
H 3.424569 -0.067870 -4.980816 0.1101 0.0508 0.1745
H 2.053771 -4.079237 -2.487287 0.1058 -0.0523 -0.1026
H 3.019060 -5.649646 -4.528271 -0.0380 0.1746 0.0750
H 3.308583 -3.991816 -6.673067 -0.0487 0.0460 0.1272
H 2.486983 -1.548784 -5.864075 0.0907 -0.2359 0.0430
H -1.505417 1.000514 -0.277190 -0.0064 0.0933 -0.0753
H -1.722241 3.723768 -0.535179 0.0355 -0.1251 -0.1070
H -2.261071 4.169918 -3.169879 0.0502 -0.1818 0.0421
H -2.343988 1.730234 -4.355313 0.1414 0.2245 0.1281
H -4.044085 0.629869 -4.155868 0.0104 0.0463 0.0201
H -6.197685 -0.911563 -4.765693 0.0098 -0.0079 0.1068
H -5.800901 -3.304605 -3.530125 0.0744 0.1627 0.0779
H -3.401823 -3.085828 -2.213692 -0.0892 -0.0541 -0.0557
F -1.731233 -1.679240 8.671624 0.5869 0.8631 -0.9174
C -1.360413 -0.923427 7.584885 -2.1482 -1.2419 -0.1376
F -2.515210 -0.464244 6.967832 0.7574 -0.1163 0.7156
C -0.596561 0.331349 8.033941 0.4064 2.4711 0.7598
F -1.345953 0.994501 8.959786 0.8588 -0.9870 -1.1868
F 0.634379 0.129337 8.581110 -1.4454 -0.2460 -0.6724
F -0.445158 1.158946 6.948958 -0.0033 -1.2341 1.1527
```
Forces are in eV/Å.

=====

[6]
C6H11ClN3OS | the ωB97M-V functional and the def2-TZVPD basis

Calculated values
Multiplicity: 1
Orbital gap: 8.13 eV
LUMO: -4.78 eV
Net charge: +1

```
23
Properties=species:S:1:pos:R:3:forces:R:3
C 2.059718 -1.502887 -2.402963 -3.4949 0.4535 -0.7186
C 1.087757 -0.628526 -2.028824 0.1276 -4.3431 -1.9217
C -2.848558 0.766673 0.921204 -1.2440 1.5823 -1.1364
C 1.305378 0.409195 -1.140326 4.7903 1.9971 0.0861
C -0.549850 0.262460 0.845130 0.1135 -2.7388 -2.5459
C -3.963860 1.550814 1.691836 -0.0669 -1.5137 -0.3327
N 0.650511 0.055709 1.531258 -0.4477 -1.1971 -0.1298
N -1.622213 0.777780 1.518351 1.0455 -0.0813 0.8655
N 1.611816 -0.621120 0.759783 -2.0123 0.3874 -0.0350
O -2.978301 0.279801 -0.173001 -0.4495 -0.2787 0.2002
S 0.160353 1.448420 -0.682027 -1.7653 2.5234 1.1064
Cl -3.218110 2.831461 2.663710 -0.4243 0.1483 0.2170
H 1.883716 -2.361922 -3.045974 -0.1482 0.2736 0.1065
H 2.996562 -1.368035 -2.059789 3.2918 0.4229 0.9628
H 0.087476 -0.902701 -2.362442 -0.0700 0.5721 0.1377
H 2.413220 0.904295 -1.195282 -2.5402 -1.3947 0.2066
H -0.910568 -0.597661 0.085628 0.9621 1.6505 2.2063
H -4.807532 1.965471 1.067983 1.3306 -0.5968 0.4040
H -4.359125 0.731088 2.335947 -0.1318 0.9482 -0.0053
H 0.900519 0.689873 2.289784 0.4103 -0.3019 -0.5619
H -1.498726 1.237750 2.403571 -0.0158 0.3045 0.0871
H 1.342660 -1.619144 0.601001 0.4621 1.1095 0.2944
H 2.571188 -0.476744 1.011251 0.2772 0.0728 0.5066
```
Forces are in eV/Å.

=====

In order of appearance, max |F| = 5.93; 1.13; 2.70; 3.87; 3.66; 5.19 eV/A.